Entry 1:
Below is a molecular structure, C35H40BF6GeN2Pt in a non-equilibrium geometry, with properties calculated with wB97M-V/def2-TZVPD.

Properties
Total charge = -1
LUMO energy = 1.3234 eV
ΔE to the lowest compared entry with this formula, charge and spin = 122.29 kcal/mol
Gap between HOMO and LUMO = 0.20574 Ha
Energy = -4287.44832 a.u.
Highest occupied orbital energy = -4.275 eV

Atoms and positions in Å:
H -3.042467 5.384775 3.004958
N 0.145051 -2.206700 -2.461310
H -5.069472 -3.878788 -0.494179
H 1.702906 4.922559 0.059713
H -3.325733 -5.043773 1.853910
H 2.169875 -2.535328 -2.970125
F 4.369554 -1.278807 0.238566
F 5.659840 -0.628561 2.327069
H -3.352261 -4.334124 -0.565071
C -0.435460 0.513587 0.254763
H -0.967556 -0.527215 -2.921788
Ge 0.000017 2.393911 0.243736
C 0.073621 -0.849889 -3.002105
F -1.117414 -5.671905 1.172339
H 4.408956 -0.634703 4.641404
C 2.281558 -1.797869 1.427795
C 4.369815 -0.993627 2.512544
C -1.698085 4.271216 4.252098
C -0.668241 3.340412 4.286786
H -0.397076 -4.139678 -2.965791
C 2.506300 -1.298271 3.850583
H 4.118182 5.357580 -0.098271
H 1.990625 0.018324 -2.411479
C 3.758056 4.337794 -0.031049
C -2.462513 -2.469883 1.357045
H 0.800654 4.015432 -2.233155
H 1.385562 -3.786791 -2.012350
C -2.965625 3.271753 -2.607924
H 0.679630 0.273968 -1.246252
C -2.238703 4.659460 3.035322
C 3.655527 -1.382047 1.397334
H -2.389167 -3.666922 -4.221126
H 5.723617 3.475734 -0.083105
C -0.924644 3.122509 -1.313904
H -5.064128 -4.696019 1.922574
H 0.321178 -0.858306 -4.081594
H -0.406799 4.773021 -4.237106
C -1.754090 4.113619 1.853227
C 2.207103 -2.172633 -0.901477
H -3.959251 -3.961294 3.096300
C 0.922769 0.204440 -2.312540
H -2.812465 2.278452 -0.719551
H -3.855101 -2.700781 -1.018034
C 4.198614 1.976465 0.075514
N 1.506510 -2.163430 0.381078
C -3.836848 -3.085390 1.110871
C 2.832101 1.732417 0.150868
H 0.623227 2.075319 3.144860
H -4.602228 -2.326048 1.331553
H -2.455370 -2.700859 -2.742270
H 2.481608 0.709766 0.231902
C -0.939235 4.239612 -3.459179
C 3.838284 -0.940374 3.779389
H -4.018042 3.043283 -2.721460
H 0.278310 -0.283209 0.493552
C 1.914212 2.778476 0.137911
H 2.580081 -1.173368 -1.131856
Pt -0.593027 -2.833238 0.644690
C 4.660019 3.280471 -0.020445
C -0.472749 -3.140471 -3.396181
C -4.046410 -3.524571 -0.328314
H -2.081031 4.690261 5.174319
H -2.056564 -1.935439 -4.287029
H 0.094562 -3.149947 -4.348787
H 3.091425 -2.814539 -0.838121
C -0.183118 2.800472 3.105259
H 4.892799 1.145669 0.094043
F 0.472196 -1.967349 3.022094
C -1.930691 -2.835428 -3.682327
H -2.436914 -1.424354 0.979729
B -0.224825 -4.694464 0.886753
H -0.245415 3.030916 5.234142
C -4.066368 -4.265667 2.052867
C -0.719909 3.182618 1.874814
C 1.473270 -2.705211 -2.125435
H -2.820669 4.296895 -4.488862
C 1.766791 -1.695723 2.761737
C -2.292340 3.970859 -3.601400
H -2.183925 4.422275 0.906896
H -2.313407 -2.405203 2.443773
C -2.283867 2.846988 -1.476868
C -0.260326 3.812553 -2.324419
F 1.883763 -1.251627 5.048667
H 0.708554 1.176174 -2.762168
F 1.026848 -5.197082 0.738827
C 2.395989 4.086830 0.050212

Atoms 1-3, force components in eV/Å:
H 0.00 0.00 0.00
N 0.11 0.12 0.12
H 0.01 0.00 0.00

---

Entry 2:
Below is a molecular structure, C35H40GaGeN6 in a non-equilibrium geometry, with properties calculated with wB97M-V/def2-TZVPD.

Properties
Total charge = +3
LUMO energy (spin up / spin down) = -9.8808 / -11.0353 eV
Gap between HOMO and LUMO (spin up / spin down) = 0.21806 / 0.17544 Ha
Energy = -5686.83685 a.u.
Highest occupied orbital energy (spin up / spin down) = -15.815 / -15.809 eV

Atoms and positions in Å:
Ga 1.701491 1.202749 -0.545684
H 0.920012 -1.036951 -4.053779
C -2.274720 -2.284805 2.161433
C 0.696318 4.712646 1.379300
H -4.979945 -3.418351 3.908037
H 2.631808 1.025377 -4.637459
H -4.796852 1.676673 1.664249
H -4.015918 -1.270868 -1.488773
C 3.472568 -0.709842 3.249479
C 2.724019 0.932584 -3.540696
H 1.718784 5.030715 1.577093
H -0.224074 -5.605445 -2.425164
C -3.570816 -2.542287 2.488773
C 0.341245 1.544355 -3.366158
C -3.486475 -4.998388 -1.558074
N 3.658596 2.100946 -1.572378
H -1.614735 -0.349025 -1.639861
H 1.852986 -1.381241 -2.615831
C -0.455160 5.427265 1.664425
H 4.399288 2.236012 -3.538147
H 3.893484 -1.191916 4.179160
C -2.228996 -0.169628 -0.709630
C -1.877916 1.017828 0.048866
C 3.158284 -1.574686 2.164169
H 4.373664 0.138492 -1.237970
C -2.970933 -3.545875 4.564527
C -1.778788 3.949022 0.406261
N -0.759716 1.796856 -0.410957
C -4.548828 0.139025 0.127986
H 0.105318 -1.608462 0.460788
H -2.582116 5.583264 1.516127
H -0.355388 6.314395 2.303108
C -0.698486 3.038392 0.269344
H 4.255996 3.266806 0.088717
C -2.721516 1.435796 1.084190
H 0.758590 2.548120 -3.470067
H 2.442969 -1.624517 0.101886
C 3.426454 2.195641 -3.030256
C -3.956741 -3.180134 3.664893
H -5.596212 -0.159591 0.024725
H -2.673107 -6.234154 -3.114541
H 0.150234 -0.860827 -2.448747
H 5.549445 1.288121 -2.062708
C 1.059906 -0.726848 -3.012226
C 0.583569 3.508700 0.717076
H 0.009133 1.210692 -4.364499
H -4.326313 -2.214383 1.773246
H -4.485031 -5.500771 -1.544982
C -1.637705 -3.272163 4.265531
H 2.792630 3.061781 -3.246857
C 2.483604 1.056092 2.066420
Ge -1.561248 -1.887643 0.434455
H 5.251692 1.410279 -0.305172
C -1.142851 -5.111372 -2.066410
C -3.274139 -3.839133 -0.782416
C -1.720864 5.056013 1.161598
C 2.616044 -1.045433 0.987693
N 2.206410 2.377426 1.940865
H 3.378962 0.019871 -3.456429
C 4.036410 3.396698 -0.989373
C -1.958749 -3.386216 -0.622146
C -2.430863 -5.538849 -2.294420
H -0.271975 -2.032210 3.152778
H -2.690544 3.660448 -0.073766
N 2.268728 0.249832 0.955037
H -3.149692 -4.103401 5.456845
N 1.451873 0.680582 -2.849779
H 3.304336 1.320404 4.011317
H 0.105201 -3.705266 -1.075990
H 3.232818 -2.671128 2.212050
H 3.190765 4.106727 -1.011761
C -0.937443 -3.991525 -1.309535
H -4.122499 -3.317318 -0.357787
H -0.516020 1.537119 -2.684965
C -3.678008 -0.476891 -0.774561
H -2.335704 2.212766 1.754673
C 3.153042 0.629834 3.195654
H -0.841483 -3.750733 4.864064
N 1.600965 2.562753 0.785243
C -1.268580 -2.464131 3.156481
H 4.861040 3.883058 -1.553943
C -4.063820 1.055476 1.117539
C 4.762286 1.184773 -1.262204

Atoms 1-3, force components in eV/Å:
Ga -0.21 1.28 -2.64
H -0.12 0.42 0.03
C 2.53 1.80 1.50

---

What is the energy in the second record? -5686.83685 a.u.

---

total charge of number 2 (C35H40GaGeN6)? +3

---

Look up the total charge of the second one. +3